C3H2HgO3 as an isolated structure in a non-equilibrium geometry. Source: the OMol25 dataset; level of theory: ωB97M-V/def2-TZVPD.

```
9
C3H2HgO3 ωB97M-V/def2-TZVPD
C -0.35658 0.69653 0.24707
C 0.35603 -0.46821 -0.00667
O -0.34505 -1.41345 -0.90145
C -0.56620 -2.20223 0.01608
O -1.05294 -3.09259 0.55726
O 0.20140 1.72146 0.73893
H -1.44412 0.68533 0.07589
H 1.43921 -0.57257 -0.02417
Hg -0.04005 3.40025 1.27284
```

Total charge = +2
Electronic energy = -13434.860 eV
HOMO level = -18.86 eV
Energy relative to the best compared isomer or geometry (same formula, charge and spin) = 0.000 eV

Results of the Löwdin charge analysis, in e, for atoms 1 through 6: -0.178, 0.041, 0.236, -0.169, 0.422, -0.334

C25H24MnN9 as an isolated structure in a non-equilibrium geometry. Source: the OMol25 dataset; level of theory: ωB97M-V/def2-TZVPD.

```
59
C25H24MnN9 ωB97M-V/def2-TZVPD
Mn -0.17821 0.12213 0.07540
C -1.03204 0.82596 2.80860
N -0.26167 -0.19947 2.07498
C -0.89566 -1.53407 2.09620
C -2.05567 -1.61770 1.11462
C -3.12526 -2.46737 1.31714
C -4.11266 -2.54313 0.34132
C -3.99985 -1.76498 -0.79769
C -2.89838 -0.93498 -0.93182
N -1.95890 -0.85668 0.00539
C 1.19243 -0.14039 2.36110
C 1.85406 1.04438 1.67201
C 2.95582 1.68242 2.20512
C 3.54544 2.71329 1.48193
C 3.00981 3.07266 0.25766
C 1.90295 2.38599 -0.21558
N 1.33492 1.40273 0.47692
C -1.58684 1.89633 1.90233
C -2.32159 2.95823 2.40370
C -2.80499 3.90967 1.52278
C -2.53760 3.76650 0.16946
C -1.79562 2.67990 -0.24919
N -1.32573 1.75887 0.60211
H -1.84844 0.34668 3.35360
H -0.38975 1.29279 3.55976
H -0.13659 -2.25328 1.78449
H -1.23268 -1.81692 3.09912
H -3.19036 -3.06230 2.21845
H -4.95936 -3.20270 0.47426
H -4.74406 -1.79956 -1.57990
H -2.74874 -0.31520 -1.80676
H 1.38389 -0.14441 3.43852
H 1.62991 -1.05507 1.95647
H 3.34917 1.38498 3.16802
H 4.41119 3.22815 1.87553
H 3.43987 3.86664 -0.33541
H 1.45534 2.61916 -1.17329
H -2.50934 3.03442 3.46671
H -3.38141 4.74967 1.88574
H -2.89314 4.48497 -0.55480
H -1.55765 2.52189 -1.29216
C 3.67855 -2.90800 -1.82526
N 2.38699 -3.26829 -1.23466
C 1.86391 -4.61102 -1.48913
C 1.58896 -2.32582 -0.81221
N 0.88329 -1.47821 -0.46173
H 4.41324 -3.65958 -1.54181
H 3.99477 -1.94070 -1.44359
H 3.60758 -2.86043 -2.91304
H 2.62178 -5.34066 -1.20940
H 1.61230 -4.73563 -2.54360
H 0.97474 -4.77586 -0.88594
N -0.18094 0.60186 -1.87053
C 0.11389 0.70838 -2.99155
C 0.45984 0.84607 -4.31389
C 0.96600 2.10504 -4.72342
N 1.41025 3.12783 -5.01649
C 0.36482 -0.28627 -5.15810
N 0.25742 -1.23894 -5.79845
```

Total charge = +1
Electronic energy = -71039.985 eV
Spin multiplicity = 2
⟨S²⟩ = 0.76
HOMO level (alpha / beta) = -9.84 / -9.88 eV

Results of the Löwdin charge analysis, in e, for atoms 1 through 6: 0.454, -0.064, -0.221, -0.101, -0.227, -0.002

C8H16Br2FN3O2S2V as an isolated structure. Source: the OMol25 dataset; level of theory: ωB97M-V/def2-TZVPD.

```
35
C8H16Br2FN3O2S2V ωB97M-V/def2-TZVPD
V 0.20058 -0.94272 -0.24953
C 0.06271 1.59871 -1.95394
C -1.04499 1.89461 -0.96103
N -1.28731 0.68807 -0.11923
C -1.51811 1.02632 1.31376
C -0.21805 1.34544 2.03503
S 1.05631 0.06625 1.74561
C 2.40212 0.95310 0.90160
C 1.95421 1.66278 -0.36375
N 1.10032 0.81638 -1.24959
H 0.47302 2.51940 -2.37399
H -0.30586 0.99643 -2.78489
H -1.96144 2.18962 -1.47082
H -0.77129 2.71764 -0.30273
H -2.14030 0.23948 -0.45214
H -2.01235 0.17955 1.78464
H -2.19020 1.88412 1.39327
H -0.39341 1.37389 3.11021
H 0.20822 2.30361 1.74147
H 3.14225 0.17719 0.70596
H 2.83559 1.65745 1.61202
H 2.83448 1.99842 -0.91514
H 1.38839 2.55785 -0.11170
H 1.70218 0.37614 -1.94271
Br -0.53777 -1.85850 -2.71089
C 0.11074 -3.73829 -2.69859
Br 0.50837 -4.40207 -0.96575
H 0.99962 -3.72975 -3.31641
H -0.70838 -4.29675 -3.13465
O -1.03949 -1.79216 0.62940
O -0.87485 -2.92776 1.53571
S -2.22507 -3.14216 2.41433
C -1.93194 -1.88471 3.52799
N -1.64172 -0.97726 4.17454
F 1.82342 -1.53031 -0.54807
```

Total charge = +2
Electronic energy = -207263.882 eV
Spin multiplicity = 2
⟨S²⟩ = 0.77
HOMO level (alpha / beta) = -16.56 / -16.59 eV
Energy relative to the best compared isomer or geometry (same formula, charge and spin) = 0.145 eV

Results of the Löwdin charge analysis, in e, for atoms 1 through 6: 0.760, -0.163, -0.130, -0.122, -0.213, -0.338

A 2-piece molecular cluster, C2H8 overall in a non-equilibrium geometry. Source: the OMol25 dataset; level of theory: ωB97M-V/def2-TZVPD.

```
10
C2H8 ωB97M-V/def2-TZVPD
C -3.25748 -0.41557 3.81582
H -3.84360 -0.38216 2.83513
H -2.43499 -1.23487 3.65278
H -3.94614 -0.77018 4.56596
H -2.67767 0.64738 4.05846
C 3.22398 0.43426 -3.76346
H 2.47221 1.09486 -4.14406
H 3.82638 0.93174 -3.13827
H 3.90288 0.13132 -4.65808
H 2.90193 -0.53019 -3.48608
```

Electronic energy = -2202.775 eV
Structure (SMILES) = C.C
HOMO level = -12.53 eV
Energy relative to the best compared isomer or geometry (same formula, charge and spin) = 0.859 eV

Results of the Löwdin charge analysis, in e, for atoms 1 through 6: -0.103, 0.018, 0.033, -0.022, 0.074, -0.033

A 8-piece molecular cluster, C15H16Cl28N overall in a non-equilibrium geometry. Source: the OMol25 dataset; level of theory: ωB97M-V/def2-TZVPD.

```
60
C15H16Cl28N ωB97M-V/def2-TZVPD
C 2.40805 3.37022 2.06692
C 1.11586 3.54273 1.66502
C 0.04858 2.49685 1.89417
C -1.14717 2.68394 0.93279
C -2.00254 1.39707 0.80519
C -3.49254 1.67414 0.86825
N -3.84677 2.45348 2.08815
C -3.13797 3.78817 2.21231
C -1.95866 3.95628 1.25260
H 2.99798 4.16200 2.52500
H 2.90604 2.42391 1.85476
H 0.83248 4.42766 1.09908
H -0.25616 2.47044 2.94428
H 0.48136 1.50996 1.66451
H -0.69399 2.84620 -0.04881
H -1.79063 0.93779 -0.16234
H -1.70818 0.67995 1.57720
H -3.88243 2.16770 -0.02460
H -4.02584 0.72397 0.93894
H -3.72228 1.89731 2.93264
H -4.84682 2.64150 2.04570
H -2.86710 3.93672 3.25834
H -3.88446 4.55466 1.99332
H -2.29191 4.44520 0.33507
H -1.28187 4.66506 1.73619
C -5.70505 -1.79469 3.25039
Cl -4.06708 -2.00473 2.61245
Cl -5.65320 -0.69029 4.64263
Cl -6.73124 -1.07900 1.99264
Cl -6.34297 -3.34077 3.76885
C 4.02168 -1.02147 0.75998
Cl 3.86849 0.60401 1.44906
Cl 3.94669 -2.23363 2.03162
Cl 2.69037 -1.25826 -0.39155
Cl 5.55630 -1.15813 -0.08764
C -7.56829 -5.39984 -0.22916
Cl -9.00774 -5.19778 -1.22595
Cl -6.30373 -6.20031 -1.16284
Cl -6.99268 -3.80927 0.30009
Cl -7.96099 -6.37184 1.19235
C 6.50660 -3.26617 -3.65475
Cl 5.40452 -4.00627 -2.48758
Cl 7.74380 -2.33504 -2.79468
Cl 7.28623 -4.52118 -4.61217
Cl 5.59628 -2.18732 -4.71709
C 8.90398 -2.37652 -7.98318
Cl 7.59206 -3.49169 -8.38435
Cl 10.41631 -2.97436 -8.66738
Cl 8.54239 -0.78111 -8.64987
Cl 9.05297 -2.26277 -6.22778
C 1.06898 4.08310 -2.41912
Cl 1.28458 5.46863 -1.33050
Cl 1.99688 4.33769 -3.88810
Cl 1.60096 2.58241 -1.63376
Cl -0.65276 3.94225 -2.82095
C 0.00081 -4.33287 2.45732
Cl -1.71847 -3.94124 2.28616
Cl 0.97017 -3.37296 1.33353
Cl 0.50693 -3.97456 4.11259
Cl 0.24031 -6.04517 2.12288
```

Total charge = +1
Electronic energy = -367922.138 eV
HOMO level = -11.06 eV

Results of the Löwdin charge analysis, in e, for atoms 1 through 6: 0.002, -0.201, -0.170, -0.316, -0.114, -0.121

C17H38Cl3N2O4PSc as an isolated structure. Source: the OMol25 dataset; level of theory: ωB97M-V/def2-TZVPD.

```
66
C17H38Cl3N2O4PSc ωB97M-V/def2-TZVPD
Sc -0.52847 0.46164 -0.12148
C -0.24160 0.55814 3.10536
N 0.47920 1.15811 1.96489
C 1.90003 0.79313 2.10182
C 0.37571 2.63371 2.03282
C -0.96154 3.13094 1.52877
N -1.16025 2.79152 0.10814
C -2.58260 3.01386 -0.22967
C -0.37328 3.68965 -0.75266
H 0.21306 0.87486 4.05089
H -0.18595 -0.52706 3.03450
H -1.28671 0.85540 3.09694
H 2.31435 1.20397 3.02958
H 2.46798 1.17201 1.25516
H 1.99652 -0.28930 2.13398
H 1.18832 3.04968 1.43452
H 0.54630 2.96875 3.06339
H -1.04234 4.21501 1.68238
H -1.77431 2.66913 2.09158
H -2.84091 4.06930 -0.08641
H -3.21204 2.40508 0.41533
H -2.75939 2.73597 -1.26514
H -0.72779 4.72179 -0.65108
H -0.48705 3.37594 -1.78929
H 0.67971 3.66255 -0.48875
C -3.72608 -0.28630 1.49528
C -2.39952 -0.07500 0.84201
O -1.86157 -1.04105 0.26204
H -3.95277 -1.33646 1.68025
H -4.46748 0.10828 0.79020
H -3.83251 0.31398 2.39801
Cl -2.04841 -1.86477 -4.30842
C -1.86141 -0.11702 -4.11182
Cl -0.97383 0.56662 -5.48278
Cl -3.44503 0.63581 -3.99001
C -1.00776 0.13767 -2.84894
O 0.08956 -0.43066 -2.75483
O -1.46946 0.90952 -1.96548
C 2.48254 2.02779 -1.42797
O 1.42749 1.12422 -1.08106
H 2.17734 2.68787 -2.23983
H 3.36737 1.46119 -1.71909
H 2.72065 2.62160 -0.54720
H 1.21995 0.54868 -1.85559
C -0.81189 -3.82859 -1.14730
C 0.60192 -3.27972 -1.29831
P 1.11306 -2.04076 -0.04582
C 1.17798 -3.00133 1.52240
C -0.14696 -3.31965 2.20152
C 2.91790 -1.86024 -0.39504
C 3.27792 -1.74846 -1.87370
H -1.08579 -4.39311 -2.03821
H -1.54442 -3.03430 -1.01539
H -0.89697 -4.50609 -0.29571
H 0.70437 -2.78927 -2.26719
H 1.33375 -4.09503 -1.27326
H 1.82974 -2.43861 2.19931
H 1.71970 -3.93015 1.31124
H -0.78892 -2.44280 2.29705
H 0.03210 -3.72180 3.19794
H -0.71776 -4.06164 1.64299
H 3.43745 -2.72419 0.03134
H 3.27775 -0.98673 0.15307
H 3.17175 -2.70664 -2.37871
H 4.31416 -1.43248 -1.99239
H 2.64710 -1.04416 -2.41620
```

Total charge = +1
Electronic energy = -96970.549 eV
HOMO level = -11.79 eV
Energy relative to the best compared isomer or geometry (same formula, charge and spin) = 0.236 eV

Results of the Löwdin charge analysis, in e, for atoms 1 through 6: 0.930, -0.058, -0.302, -0.070, -0.165, -0.172

An isolated molecule of C4H9NO2 in a non-equilibrium geometry. Source: the OMol25 dataset; level of theory: ωB97M-V/def2-TZVPD.

```
16
C4H9NO2 ωB97M-V/def2-TZVPD
C -1.86209 -0.05608 -0.03741
C -0.58999 0.76784 -0.10154
C 0.13102 0.88518 1.22929
O 0.26986 0.33439 -1.31961
N 0.76228 -0.90583 -0.83842
C 2.12163 -0.98621 -0.69931
O 2.72863 -2.04015 -0.57769
H -1.67788 -1.06192 0.35118
H -2.30044 -0.15696 -1.03390
H -2.58991 0.43344 0.61855
H -0.84542 1.77496 -0.43990
H 0.34195 -0.09329 1.67037
H -0.49361 1.44144 1.93707
H 1.08323 1.41006 1.11309
H 0.30528 -1.74647 -1.17708
H 2.61549 -0.00037 -0.69472
```

Electronic energy = -9877.209 eV
Structure (SMILES) = CC(C)ONC=O
HOMO level = -9.93 eV
Energy relative to the best compared isomer or geometry (same formula, charge and spin) = 2.851 eV

Results of the Löwdin charge analysis, in e, for atoms 1 through 6: -0.065, -0.376, -0.063, -0.099, -0.014, -0.327

A 2-piece molecular cluster, CN2O3S overall in a non-equilibrium geometry. Source: the OMol25 dataset; level of theory: ωB97M-V/def2-TZVPD.

```
7
CN2O3S ωB97M-V/def2-TZVPD
C 0.89010 -0.80815 -0.79402
N 1.76310 -1.22776 -0.14193
N 0.26504 -0.28853 -1.76838
O -0.25038 0.65586 2.87958
O -0.62920 -0.44220 -2.57907
O -0.91737 0.85774 0.52608
S -1.12130 1.25305 1.87774
```

Electronic energy = -20989.607 eV
HOMO level (alpha / beta) = -9.95 / -10.00 eV
Energy relative to the best compared isomer or geometry (same formula, charge and spin) = 0.876 eV

Results of the Löwdin charge analysis, in e, for atoms 1 through 6: -0.322, 0.207, -0.018, -0.427, 0.100, -0.449